(1)
Here is 5 unconnected molecules or ions with the total composition C37H52N2O8S4 from the Open Molecules 2025 dataset. Energies are from the ωB97M-V functional and the def2-TZVPD basis.

* E_HOMO: -8.5 eV

```
! wB97M-V def2-TZVPD RIJCOSX def2/J DEFGRID3
* xyz 0 1
C 1.4278 -1.8663 2.9759
C 1.4113 -3.2086 2.2572
N 0.1220 -3.3565 1.4947
C 0.3040 -4.0259 0.1918
C 0.8289 -3.1213 -0.9681
C 1.3355 -1.7435 -0.6279
C 0.5964 -0.5525 -0.6970
C 1.1751 0.7028 -0.4266
C 0.4418 2.0272 -0.5180
C -0.6199 2.2061 -1.6263
C -1.3990 3.4834 -1.3525
O -1.3907 4.3901 -2.1501
N -2.0665 3.6167 -0.1336
C -2.9798 2.5100 0.1122
C -2.8017 1.6363 1.1626
C -3.6907 0.5845 1.3243
C -4.7457 0.4269 0.4465
C -4.9457 1.3173 -0.5933
C -4.0529 2.3604 -0.7503
C 2.5213 0.7285 -0.0512
C 3.2517 -0.4529 0.0409
C 2.6709 -1.6576 -0.2636
C 4.6654 -0.3701 0.4870
O 5.5447 -1.0608 0.0439
C 4.9011 0.6621 1.5222
C 5.7873 0.4839 2.5697
C 5.9244 1.4810 3.5219
C 5.1905 2.6538 3.4352
C 4.3265 2.8513 2.3668
C 4.1856 1.8492 1.4253
C 3.2690 1.9823 0.2625
O 3.1883 2.9972 -0.3782
C -0.6542 -4.2449 2.3112
C -1.4936 -3.6508 3.4057
O -0.6238 -5.4485 2.2086
H 1.3696 -1.0635 2.2495
H 0.5401 -1.8028 3.5972
H 2.2926 -1.7710 3.6263
H 1.4670 -3.9907 3.0150
H 2.2487 -3.3446 1.5873
H 1.0185 -4.8417 0.2984
H -0.6329 -4.4598 -0.1209
H 0.0530 -3.0418 -1.7240
H 1.6603 -3.6392 -1.4369
H -0.4404 -0.6104 -0.9941
H 1.1458 2.8343 -0.6539
H -0.0324 2.2017 0.4452
H -1.2770 1.3576 -1.7550
H -0.0839 2.4322 -2.5386
H -2.5989 4.4778 -0.1606
H -1.9839 1.7628 1.8534
H -3.5747 -0.1323 2.1143
H -5.4258 -0.3974 0.5426
H -5.7667 1.1966 -1.2785
H -4.2192 3.0500 -1.5656
H 3.2803 -2.5489 -0.2104
H 6.3529 -0.4292 2.6210
H 6.6085 1.3203 4.3386
H 5.2686 3.4317 4.1755
H 3.7512 3.7546 2.2568
H -2.3716 -4.2664 3.5424
H -1.7465 -2.6189 3.2132
H -0.9129 -3.7364 4.3222
C -5.2302 -5.8971 -0.0407
S -3.6773 -5.3284 0.6627
O -3.1064 -4.3309 -0.2849
C -2.7838 -6.8629 0.4027
H -5.9349 -5.0679 -0.0190
H -5.0688 -6.2164 -1.0702
H -5.6162 -6.7207 0.5595
H -2.8000 -7.1134 -0.6587
H -3.2495 -7.6542 0.9903
H -1.7609 -6.7145 0.7378
C -1.4577 7.0508 -3.8932
S -2.9368 7.7857 -4.5912
O -3.4795 6.8247 -5.5872
C -2.0950 9.0780 -5.5175
H -1.7496 6.1865 -3.3023
H -0.7910 6.7361 -4.6966
H -0.9617 7.7789 -3.2502
H -1.3885 8.6257 -6.2136
H -1.5773 9.7410 -4.8242
H -2.8458 9.6402 -6.0686
C -8.1901 1.7433 -5.5795
S -7.7755 0.5207 -4.3307
O -7.5496 1.2597 -3.0615
C -6.1548 0.1150 -4.9921
H -9.1619 2.1616 -5.3268
H -7.4384 2.5326 -5.5823
H -8.2419 1.2601 -6.5551
H -5.5421 1.0157 -5.0350
H -6.2672 -0.3192 -5.9855
H -5.6950 -0.6118 -4.3253
C 10.5744 -1.7301 3.8990
S 8.9061 -1.0958 3.6947
O 8.8147 0.1533 4.4948
C 8.1048 -2.3909 4.6508
H 11.2564 -1.0383 3.4098
H 10.8124 -1.7948 4.9606
H 10.6484 -2.7108 3.4291
H 8.5206 -2.4121 5.6581
H 8.2527 -3.3503 4.1552
H 7.0412 -2.1640 4.6967
*
```

***

(2)
Here is a molecular structure, C18H34IrN6O2S3 from the Open Molecules 2025 dataset. Energies are from the ωB97M-V functional and the def2-TZVPD basis.

* E_HOMO: -17.0 eV
* relative energy (zero: lowest compared OMol25 entry of this formula, charge and spin): 0.0 kJ/mol

```
! wB97M-V def2-TZVPD RIJCOSX def2/J DEFGRID3
* xyz 3 1
Ir -0.4788 -0.5535 -0.0088
C 3.7054 0.1335 -0.4016
C 2.2182 0.1326 -0.4933
N 1.4323 -0.3371 0.4187
N 1.9122 -0.9121 1.5756
C 1.0476 -1.4743 2.4470
N 1.5361 -1.9560 3.5751
S -0.6275 -1.5687 2.1080
C 1.5050 0.7324 -1.6423
C 2.1459 1.4899 -2.6001
C 1.3876 2.1343 -3.5755
C 0.0139 2.0134 -3.5412
C -0.5693 1.2249 -2.5562
N 0.1521 0.5820 -1.6445
H 4.0893 -0.7092 0.1722
H 4.0639 1.0616 0.0520
H 4.1435 0.0602 -1.3945
H 2.8965 -0.8167 1.7844
H 2.5038 -1.8625 3.8480
H 0.9200 -2.4210 4.2256
H 3.2206 1.6007 -2.5881
H 1.8722 2.7331 -4.3348
H -0.6156 2.5173 -4.2610
H -1.6405 1.1089 -2.4940
C -3.6133 0.0280 2.4575
N -2.6646 0.9603 3.0322
C -2.7938 1.3898 4.4388
C -1.7658 2.5294 4.5547
N -1.0630 2.4223 3.2678
C -1.6662 1.5817 2.4385
S -1.2030 1.5565 0.7466
H -3.8044 -0.7688 3.1754
H -3.2061 -0.4019 1.5482
H -4.5559 0.5312 2.2360
H -2.5760 0.5498 5.0987
H -3.8129 1.7238 4.6264
H -1.0755 2.3873 5.3819
H -2.2341 3.5076 4.6496
H -0.3569 3.0668 2.9511
C 2.7324 -3.6183 -2.0526
C 1.4454 -4.3788 -1.7778
S 0.5679 -3.6460 -0.3978
O 0.0191 -2.3306 -1.0312
C -0.8574 -4.7318 -0.2407
C -1.6363 -4.9766 -1.5238
H 3.2050 -4.0226 -2.9461
H 3.4389 -3.7153 -1.2280
H 2.5254 -2.5629 -2.2397
H 1.6327 -5.4148 -1.4841
H 0.7664 -4.3678 -2.6304
H -1.4586 -4.2512 0.5349
H -0.4564 -5.6515 0.1938
H -1.7785 -4.0583 -2.0972
H -2.6186 -5.3746 -1.2742
H -1.1437 -5.7041 -2.1653
C -4.7778 -1.2875 -1.2762
C -3.6007 -0.3479 -1.2688
O -2.4109 -1.0531 -0.7695
H -5.6629 -0.7511 -1.6187
H -4.9812 -1.6789 -0.2794
H -4.6196 -2.1204 -1.9642
H -3.7376 0.4932 -0.5952
H -3.3850 0.0261 -2.2690
H -2.2976 -1.8880 -1.2468
*
```

***

(3)
Here is a molecular structure, BrH6MnO3 from the Open Molecules 2025 dataset. Energies are from the ωB97M-V functional and the def2-TZVPD basis.

* E_HOMO (alpha / beta): -8.5 / -10.6 eV
* relative energy (zero: lowest compared OMol25 entry of this formula, charge and spin): 1.3 kJ/mol

```
! wB97M-V def2-TZVPD RIJCOSX def2/J DEFGRID3
* xyz 0 7
Mn 0.8612 -2.1949 -2.3653
Br 0.1406 -0.7646 -0.2901
O 0.7291 -1.4470 3.0453
H 0.4741 -1.3370 2.1293
H 1.0242 -2.3557 3.1048
O -2.9782 1.0142 0.2214
H -2.2444 0.4167 0.0771
H -3.2402 1.2890 -0.6573
O 1.8779 1.6089 -2.0727
H 1.5713 1.2184 -1.2543
H 1.7843 2.5520 -1.9383
*
```

***

(4)
Here is 2 unconnected molecules or ions with the total composition C5H12N2O from the Open Molecules 2025 dataset. Energies are from the ωB97M-V functional and the def2-TZVPD basis.

* E_HOMO: -8.0 eV
* relative energy (zero: lowest compared OMol25 entry of this formula, charge and spin): 593.2 kJ/mol

```
! wB97M-V def2-TZVPD RIJCOSX def2/J DEFGRID3
* xyz 0 1
N 0.3651 -0.6730 -1.9444
C 2.1052 -1.1281 0.9031
C 1.7121 0.1489 0.0170
C 0.3725 -0.1663 -0.6318
C -0.7860 0.6850 -0.3772
N -1.2468 0.9980 0.9115
C -1.1160 -0.0512 1.9370
O -1.5693 0.9746 -1.2856
H 0.3081 -1.6827 -1.9851
H -0.5463 -0.3892 -2.3225
H 3.0737 -1.5362 0.6181
H 2.1853 -0.8363 1.9404
H 1.1777 -1.7056 0.7749
H 2.4249 0.4301 -0.7854
H 1.5109 1.0640 0.6272
H -0.4308 -2.3665 0.1703
H -2.2019 1.2421 0.6965
H -1.4227 0.2346 2.9279
H -1.5660 -0.9741 1.4547
H -0.0702 -0.3256 1.9705
*
```

***

(5)
Here is 2 unconnected molecules or ions with the total composition C5H13O3Si from the Open Molecules 2025 dataset. Energies are from the ωB97M-V functional and the def2-TZVPD basis.

* E_HOMO (alpha / beta): -13.2 / -12.3 eV
* relative energy (zero: lowest compared OMol25 entry of this formula, charge and spin): 280.9 kJ/mol

```
! wB97M-V def2-TZVPD RIJCOSX def2/J DEFGRID3
* xyz 1 1
C -2.3352 0.0742 -1.4472
C -2.3659 -0.4187 0.0927
C 1.7519 2.9438 0.1899
C -0.8773 -0.4613 2.0417
C 2.3295 -2.2473 -1.7835
O -1.2447 0.8706 -1.5507
O 0.7419 1.8642 0.0911
O -1.0703 -0.1001 0.6638
Si 0.1357 0.5730 -0.6697
H -2.0347 -0.9326 -2.0628
H -3.2864 0.6284 -1.7418
H -3.1110 0.1005 0.6129
H -2.5664 -1.5445 0.1869
H 1.6246 3.4702 1.2447
H 1.5473 3.6598 -0.6670
H 2.6973 2.4237 0.0054
H 0.0889 -0.1946 2.2848
H -1.5859 0.1699 2.7330
H -1.0371 -1.4466 2.3845
H 2.9862 -1.6760 -1.1422
H 1.9470 -3.0934 -1.2111
H 2.0194 -2.0613 -2.7903
*
```

***

(6)
Here is a gas-phase ion, C7H9O4P (charge -2) from the Open Molecules 2025 dataset. Energies are from the ωB97M-V functional and the def2-TZVPD basis.

* E_HOMO: 1.1 eV
* SMILES string: CC(C)([O-])[P@](=O)([O-])c1ccco1
* relative energy (zero: lowest compared OMol25 entry of this formula, charge and spin): 107.2 kJ/mol

```
! wB97M-V def2-TZVPD RIJCOSX def2/J DEFGRID3
* xyz -2 1
C 1.3695 1.4303 1.1371
C 1.7164 0.8753 -0.2159
C 0.6046 1.3529 -1.2783
O 2.9449 1.0535 -0.6901
P 1.3660 -1.1326 0.1664
O 1.7276 -1.5146 1.5722
O 1.8799 -2.0473 -0.9221
C -0.5655 -1.2760 0.1690
C -1.6301 -1.4918 0.9898
C -2.8324 -1.2664 0.3119
C -2.4011 -0.8987 -0.9702
O -1.0976 -0.9758 -1.0509
H 1.6492 2.6051 1.1912
H 0.3817 1.4592 1.4962
H 2.0259 0.8704 1.7932
H -0.4581 1.0685 -1.0578
H 0.8028 2.5426 -1.2382
H 0.8241 0.9318 -2.3155
H -1.5504 -1.8942 2.0823
H -3.7991 -1.1049 0.7203
H -2.9582 -0.5874 -1.8906
*
```

***

Number 1: largest force on an atom 1.1 eV/Å, calculated total energy -3745.1596 hartree. Number 2: largest force on an atom 0.5 eV/Å, calculated total energy -2483.3657 hartree. Number 3: largest force on an atom 1.1 eV/Å, calculated total energy -3954.2966 hartree. Number 4: largest force on an atom 3.4 eV/Å, calculated total energy -382.2766 hartree. Number 5: largest force on an atom 4.1 eV/Å, calculated total energy -713.1493 hartree. Number 6: largest force on an atom 4.1 eV/Å, calculated total energy -914.3844 hartree.